2 unconnected molecules or ions with the total composition C3H12N2OS in a non-equilibrium geometry. Source: the OMol25 dataset; level of theory: ωB97M-V/def2-TZVPD.

The geometry in XYZ format:
```
19
Properties=species:S:1:pos:R:3
N 2.5528 -1.3539 -1.3809
C 2.0386 -0.3911 -0.4276
N 0.5703 -0.2796 -0.3553
C -0.0611 0.9234 -0.8501
C -0.3942 1.9073 0.2673
S -1.2724 1.1833 1.6682
H 1.9296 -1.3385 -2.1848
H 2.3209 -2.2518 -1.0125
H 2.3708 0.6520 -0.5263
H 2.4013 -0.6038 0.5873
H 0.0483 -1.1228 -0.4881
H -0.9956 0.6014 -1.3190
H 0.4591 1.3832 -1.6929
H -0.8439 2.7890 -0.2060
H 0.4965 2.2852 0.7808
H -2.4830 1.0326 1.1106
O -1.9186 -2.5018 -0.3858
H -1.7528 -2.4014 0.5539
H -1.0874 -2.6087 -0.8602
```

## Properties
- LUMO energy (eV) = 0.57
- structure (SMILES) = NCNCCS.O
- max |F| (eV/A) = 1.9
- HOMO energy (eV) = -8.64
- electronic energy (eV) = -19167.727

Table of natural (NBO) atomic charges, one value per atom, all in e:
1. N -0.81
2. C -0.06
3. N -0.67
4. C -0.24
5. C -0.53
6. S -0.03
7. H 0.35
8. H 0.34
9. H 0.17
10. H 0.18
11. H 0.36
12. H 0.20
13. H 0.19
14. H 0.22
15. H 0.22
16. H 0.12
17. O -0.94
18. H 0.48
19. H 0.46